Entry 1:
The following is a DFT calculation (ωB97M-V/def2-TZVPD) of a structure of composition C37H46FI2N5O5SbScSi3 in a non-equilibrium geometry.

Each line ends with the natural charge from an NBO analysis.
Geometry (Å):
Sc  1.002  0.783  -1.129  1.81
I  1.277  5.494  -2.646  0.18
C  2.923  4.321  -2.058  -0.20
C  4.204  4.846  -1.981  -0.25
C  5.244  4.056  -1.554  -0.13
I  7.177  4.916  -1.471  0.14
C  5.035  2.724  -1.151  -0.15
C  6.033  1.835  -0.706  -0.11
C  5.680  0.587  -0.269  -0.26
C  4.326  0.223  -0.233  0.09
N  3.368  1.003  -0.680  -0.51
C  3.704  2.217  -1.180  0.17
C  2.626  3.004  -1.711  0.29
O  1.436  2.522  -1.818  -0.83
H  4.376  5.874  -2.262  0.24
H  7.064  2.157  -0.707  0.23
H  6.427  -0.125  0.042  0.23
H  4.030  -0.738  0.176  0.21
C  -3.656  -0.846  0.305  -1.03
Sb  -1.513  -1.034  -0.131  1.22
C  -1.178  0.895  -1.190  -1.42
C  -1.918  2.021  -0.600  0.32
C  -1.300  3.179  -0.106  -0.27
C  -2.070  4.269  0.244  -0.17
C  -3.453  4.185  0.132  -0.29
C  -3.985  2.992  -0.324  0.05
N  -3.255  1.951  -0.678  -0.53
Si  -1.818  0.787  -2.988  1.69
C  -3.411  -0.220  -3.338  -1.11
C  -0.430  0.021  -4.060  -1.11
C  -1.899  2.598  -3.602  -1.10
C  -0.631  -0.814  1.982  -1.34
C  0.547  0.053  2.062  0.37
C  1.380  -0.033  3.198  -0.29
C  2.354  0.900  3.437  -0.14
C  2.506  1.955  2.540  -0.23
C  1.706  1.953  1.423  0.04
N  0.775  1.021  1.156  -0.63
Si  -0.157  -2.640  2.477  1.74
C  1.633  -2.943  1.887  -1.14
C  -1.407  -3.930  1.814  -1.13
C  -0.100  -3.053  4.356  -1.12
Si  -1.873  -0.023  3.256  1.75
C  -3.245  -1.301  3.628  -1.13
C  -2.511  1.684  2.697  -1.13
C  -1.100  0.386  4.967  -1.12
H  -4.114  -0.410  -0.573  0.25
H  -3.891  -0.238  1.167  0.21
H  -4.055  -1.845  0.449  0.22
H  -0.222  3.235  -0.069  0.21
H  -1.604  5.188  0.575  0.21
H  -4.089  5.023  0.370  0.22
H  -5.057  2.855  -0.424  0.19
H  -3.277  -1.271  -3.088  0.23
H  -3.693  -0.166  -4.385  0.24
H  -4.243  0.160  -2.756  0.24
H  -0.229  -1.005  -3.765  0.22
H  0.486  0.611  -3.967  0.23
H  -0.707  0.011  -5.109  0.24
H  -2.753  3.129  -3.199  0.23
H  -1.938  2.672  -4.684  0.23
H  -0.999  3.112  -3.269  0.24
H  1.218  -0.822  3.906  0.23
H  2.958  0.843  4.329  0.22
H  3.222  2.744  2.703  0.22
H  1.768  2.784  0.723  0.21
H  1.903  -2.251  1.098  0.25
H  1.750  -3.944  1.492  0.27
H  2.343  -2.819  2.699  0.22
H  -2.106  -3.514  1.098  0.23
H  -1.980  -4.360  2.626  0.24
H  -0.865  -4.740  1.340  0.24
H  0.851  -2.797  4.812  0.22
H  -0.231  -4.122  4.484  0.24
H  -0.884  -2.563  4.918  0.23
H  -3.421  -1.974  2.800  0.24
H  -4.179  -0.802  3.863  0.25
H  -2.980  -1.900  4.492  0.23
H  -3.023  1.661  1.744  0.24
H  -1.686  2.386  2.607  0.24
H  -3.202  2.084  3.433  0.24
H  -0.668  -0.474  5.466  0.23
H  -1.882  0.774  5.614  0.24
H  -0.333  1.151  4.891  0.23
F  -1.781  -3.695  -4.937  -0.30
C  -1.120  -3.860  -3.781  0.23
C  0.168  -3.475  -3.688  -0.01
N  0.894  -3.647  -2.547  -0.42
C  2.143  -2.941  -2.357  -0.31
C  1.851  -1.482  -1.936  0.79
O  2.186  -0.540  -2.666  -0.68
O  1.250  -1.279  -0.846  -0.79
C  0.373  -4.358  -1.476  0.81
O  1.042  -4.719  -0.539  -0.62
N  -0.965  -4.647  -1.582  -0.63
C  -1.841  -4.390  -2.632  0.60
O  -3.023  -4.601  -2.530  -0.56
H  0.682  -3.037  -4.531  0.24
H  2.736  -2.942  -3.272  0.23
H  2.677  -3.446  -1.547  0.26
H  -1.384  -5.055  -0.753  0.44

Forces on atoms 1 to 6 (eV/Å):
Sc -0.5 -1.0 0.2
I 0.4 -0.1 0.0
C -1.1 -0.5 0.0
C 0.7 0.0 0.1
C 0.4 0.6 -0.2
I -0.4 -0.2 0.0

**Calculated total energy**: -4652.50557 hartree
**Energy above the lowest of the compared OMol25 structures with the same formula, charge and spin**: 23.9 kcal per mole
**Largest force on an atom**: 2.0 eV/Å
**Frontier orbital gap**: 6.90 eV
**HOMO level**: -7.60 eV

***

Entry 2:
The following is a DFT calculation (ωB97M-V/def2-TZVPD) of a structure of composition C37H46N10O6SSc.

Each line ends with the Löwdin charge.
Geometry (Å):
Sc  0.536  0.163  -0.465  1.04
C  5.690  -0.872  -3.426  -0.04
C  5.308  -0.116  -2.325  -0.06
C  4.045  -0.270  -1.769  -0.07
C  3.179  -1.219  -2.300  -0.24
C  3.550  -1.971  -3.414  -0.01
C  4.802  -1.789  -3.975  -0.04
N  1.867  -1.432  -1.707  0.04
N  1.446  -2.586  -1.946  0.12
C  0.134  -2.894  -1.508  -0.29
C  -0.284  -4.195  -1.743  0.04
C  -1.560  -4.551  -1.336  -0.01
C  -2.340  -3.594  -0.709  -0.01
C  -1.823  -2.319  -0.512  -0.10
N  -0.606  -1.955  -0.918  0.04
H  6.670  -0.743  -3.861  0.12
H  5.994  0.603  -1.898  0.12
H  3.743  0.337  -0.927  0.09
H  2.868  -2.691  -3.840  0.11
H  5.087  -2.372  -4.839  0.12
H  0.384  -4.887  -2.233  0.13
H  -1.932  -5.552  -1.501  0.13
H  -3.340  -3.819  -0.371  0.12
H  -2.403  -1.572  0.006  0.10
O  -4.259  1.275  5.846  0.14
C  -4.841  1.431  4.641  -0.48
O  -5.982  1.763  4.538  0.17
C  -3.990  1.171  3.428  -0.12
C  -2.615  1.370  3.403  -0.02
C  -1.895  1.201  2.229  -0.03
C  -2.557  0.851  1.059  -0.25
C  -3.930  0.598  1.093  0.00
C  -4.642  0.771  2.266  0.03
N  -1.825  0.721  -0.170  0.04
C  -2.448  1.041  -1.237  -0.04
C  -1.893  0.779  -2.568  -0.24
C  -2.641  1.066  -3.702  0.02
C  -2.109  0.752  -4.946  -0.01
C  -0.849  0.182  -4.998  0.00
C  -0.159  -0.042  -3.812  -0.10
N  -0.669  0.233  -2.615  0.04
H  -3.393  0.858  5.768  0.10
H  -2.088  1.691  4.294  0.13
H  -0.829  1.356  2.235  0.08
H  -4.456  0.248  0.215  0.12
H  -5.711  0.612  2.290  0.14
H  -3.439  1.495  -1.206  0.15
H  -3.620  1.515  -3.610  0.13
H  -2.669  0.947  -5.850  0.13
H  -0.395  -0.087  -5.940  0.13
H  0.847  -0.442  -3.834  0.11
N  2.695  0.501  2.862  0.23
C  3.002  -0.045  1.686  -0.58
N  4.064  -0.856  1.584  0.23
O  2.288  0.172  0.666  -0.14
H  3.326  0.428  3.643  0.13
H  1.987  1.231  2.865  0.08
H  4.694  -1.024  2.351  0.13
H  4.274  -1.266  0.689  0.11
N  0.041  -0.988  1.464  0.17
C  -0.274  -1.762  2.273  -0.19
N  -0.635  -2.611  3.175  -0.06
C  -1.443  -2.197  4.338  -0.11
C  -2.594  -3.172  4.530  -0.17
C  -2.086  -4.607  4.606  -0.18
C  -1.284  -4.967  3.360  -0.17
C  -0.127  -4.000  3.159  -0.11
H  -1.784  -1.179  4.153  0.11
H  -0.785  -2.190  5.212  0.14
H  -3.291  -3.067  3.694  0.12
H  -3.135  -2.902  5.437  0.12
H  -2.923  -5.295  4.724  0.12
H  -1.458  -4.727  5.493  0.13
H  -1.932  -4.938  2.480  0.11
H  -0.883  -5.978  3.435  0.13
H  0.385  -4.156  2.210  0.13
H  0.605  -4.094  3.967  0.14
N  0.442  5.355  2.315  0.20
C  0.137  4.597  1.055  -0.02
C  0.532  3.121  1.290  -0.63
O  1.018  2.866  2.401  0.01
O  0.277  2.345  0.343  -0.10
H  -0.393  5.750  2.751  0.18
H  1.112  6.114  2.178  0.18
H  0.860  4.625  2.950  0.16
H  0.707  5.026  0.235  0.13
H  -0.925  4.678  0.835  0.14
O  1.523  1.450  -1.857  -0.62
S  1.959  2.904  -2.063  1.06
C  0.636  3.652  -3.060  -0.28
C  1.293  4.193  -4.327  -0.20
C  2.327  3.146  -4.723  -0.20
C  3.122  2.856  -3.454  -0.27
H  0.102  4.385  -2.460  0.09
H  -0.028  2.817  -3.285  0.08
H  1.780  5.150  -4.130  0.13
H  0.544  4.367  -5.097  0.13
H  2.987  3.493  -5.516  0.13
H  1.835  2.237  -5.076  0.11
H  3.872  3.622  -3.255  0.11
H  3.597  1.878  -3.406  0.08

Forces on atoms 1 to 6 (eV/Å):
Sc -0.4 0.4 0.1
C -0.1 0.0 0.0
C 0.0 0.0 0.0
C 0.1 0.1 0.1
C -0.4 -0.1 0.0
C 0.1 0.1 0.0

**Calculated total energy**: -3594.88687 hartree
**Energy above the lowest of the compared OMol25 structures with the same formula, charge and spin**: 9.5 kcal per mole
**Largest force on an atom**: 0.8 eV/Å
**Frontier orbital gap**: 7.64 eV
**Total charge**: +3
**HOMO level**: -15.91 eV

***

Entry 3:
The following is a DFT calculation (ωB97M-V/def2-TZVPD) of a structure of composition C37H46N3O2Rh.

Each line ends with the Löwdin charge.
Geometry (Å):
Rh  0.039  -0.177  0.196  1.22
C  2.900  0.087  -2.765  -0.05
C  1.525  0.645  -2.413  -0.41
C  0.498  0.368  -3.508  -0.05
C  1.572  2.112  -2.033  -0.14
C  1.899  3.018  -3.034  -0.04
C  1.908  4.379  -2.797  -0.06
C  1.532  4.848  -1.551  -0.04
C  1.186  3.987  -0.519  -0.13
C  0.663  4.612  0.763  -0.37
C  -0.609  5.420  0.482  -0.05
C  1.711  5.490  1.442  -0.06
C  1.277  2.596  -0.742  -0.15
N  1.001  1.694  0.317  -0.01
C  1.611  1.881  1.524  -0.47
O  2.603  2.538  1.773  0.08
C  0.836  1.206  2.655  -0.16
C  0.998  1.367  4.020  0.03
C  0.072  0.743  4.854  -0.02
C  -0.989  -0.005  4.348  0.03
C  -1.075  -0.137  2.972  -0.15
N  -0.166  0.458  2.225  0.03
C  -2.133  -0.844  2.135  -0.48
O  -3.075  -1.415  2.656  0.08
N  -1.890  -0.671  0.814  -0.05
C  -2.751  -1.210  -0.178  -0.16
C  -3.611  -0.341  -0.878  -0.13
C  -4.384  -0.870  -1.904  -0.04
C  -4.324  -2.212  -2.235  -0.07
C  -3.481  -3.053  -1.534  -0.04
C  -2.681  -2.576  -0.501  -0.13
C  -1.791  -3.545  0.247  -0.38
C  -2.634  -4.467  1.131  -0.05
C  -0.912  -4.355  -0.702  -0.07
C  -3.736  1.147  -0.601  -0.36
C  -4.030  1.519  0.853  -0.05
C  -2.552  1.945  -1.143  -0.06
H  2.838  -0.988  -2.940  0.07
H  3.610  0.265  -1.958  0.09
H  3.291  0.555  -3.671  0.08
H  1.200  0.095  -1.513  0.03
H  0.777  0.857  -4.442  0.08
H  -0.490  0.732  -3.225  0.07
H  0.428  -0.704  -3.699  0.08
H  2.147  2.643  -4.019  0.11
H  2.178  5.070  -3.584  0.10
H  1.491  5.915  -1.377  0.11
H  0.380  3.815  1.455  0.12
H  -0.398  6.282  -0.151  0.08
H  -1.034  5.791  1.415  0.08
H  -1.361  4.815  -0.022  0.07
H  1.986  6.328  0.798  0.08
H  2.610  4.922  1.671  0.07
H  1.312  5.907  2.368  0.08
H  1.809  1.969  4.402  0.12
H  0.169  0.859  5.926  0.11
H  -1.728  -0.467  4.986  0.12
H  -5.049  -0.212  -2.450  0.11
H  -4.939  -2.601  -3.036  0.10
H  -3.446  -4.105  -1.788  0.11
H  -1.125  -2.970  0.896  0.10
H  -3.308  -5.073  0.522  0.08
H  -3.230  -3.890  1.835  0.07
H  -1.989  -5.145  1.694  0.08
H  -1.505  -5.020  -1.331  0.07
H  -0.224  -4.979  -0.131  0.07
H  -0.321  -3.706  -1.351  0.07
H  -4.608  1.458  -1.187  0.13
H  -3.127  1.510  1.459  0.06
H  -4.750  0.839  1.309  0.09
H  -4.437  2.531  0.893  0.08
H  -1.619  1.698  -0.625  0.04
H  -2.719  3.011  -0.983  0.07
H  -2.409  1.783  -2.211  0.08
C  3.212  -4.382  -0.805  -0.04
C  3.236  -3.585  0.508  -0.63
C  4.622  -2.962  0.716  -0.05
C  2.893  -4.505  1.686  -0.04
C  2.238  -2.515  0.414  -0.10
C  1.408  -1.623  0.315  -0.10
H  3.946  -5.187  -0.752  0.09
H  3.458  -3.743  -1.652  0.08
H  2.228  -4.820  -0.975  0.07
H  5.373  -3.752  0.769  0.09
H  4.655  -2.390  1.643  0.09
H  4.874  -2.294  -0.106  0.08
H  3.645  -5.292  1.766  0.09
H  1.919  -4.970  1.547  0.08
H  2.877  -3.946  2.622  0.09

Forces on atoms 1 to 6 (eV/Å):
Rh -0.2 0.1 0.3
C 0.0 0.0 0.0
C 0.0 0.0 0.3
C 0.0 0.0 0.0
C 0.0 0.1 0.0
C 0.0 0.1 0.0

**2S+1**: 5
**Calculated total energy**: -1862.68732 hartree
**Largest force on an atom**: 0.5 eV/Å
**Frontier orbital gap (spin up / spin down)**: 7.92 / 5.29 eV
**HOMO level (spin up / spin down)**: -8.02 / -8.10 eV

***

Entry 4:
The following is a DFT calculation (ωB97M-V/def2-TZVPD) of a cluster of 8 separate species, C37H47F7O24 in total in a non-equilibrium geometry.

Each line ends with the Löwdin charge.
Geometry (Å):
C  -3.709  2.926  0.611  0.02
C  -3.877  1.512  0.508  -0.07
C  -3.964  -0.158  0.516  -0.18
C  -2.422  -0.672  0.910  -0.18
C  -1.688  -1.174  -0.465  -0.10
C  -0.081  -0.869  -0.556  -0.18
O  0.100  -0.392  -1.968  -0.05
C  1.032  0.760  -2.021  -0.23
O  1.255  1.678  -2.965  0.03
O  1.688  0.695  -0.705  -0.04
C  0.571  0.422  0.211  -0.22
C  0.844  0.122  1.798  -0.13
C  2.402  0.270  2.282  -0.18
C  2.424  1.489  3.414  -0.22
C  3.792  1.367  4.309  -0.21
C  4.712  2.731  4.102  -0.21
C  4.968  3.495  5.556  -0.22
C  4.606  5.124  5.484  -0.26
C  5.947  5.969  5.013  -0.17
H  -3.244  3.970  0.956  0.07
H  -4.336  -0.577  -0.512  0.11
H  -4.716  -0.440  1.398  0.12
H  -1.921  0.239  1.445  0.10
H  -2.518  -1.564  1.688  0.11
H  -1.800  -2.363  -0.484  0.13
H  -2.291  -0.806  -1.425  0.13
H  0.695  -1.740  -0.470  0.18
H  -0.112  1.385  0.045  0.18
H  0.360  -0.938  2.031  0.12
H  0.190  0.906  2.414  0.12
H  3.167  0.537  1.439  0.12
H  2.713  -0.783  2.745  0.12
H  1.503  1.403  4.168  0.12
H  2.309  2.502  2.823  0.12
H  3.517  1.160  5.433  0.11
H  4.402  0.449  3.875  0.11
H  4.280  3.462  3.295  0.10
H  5.785  2.384  3.711  0.11
H  6.119  3.375  5.840  0.11
H  4.355  2.944  6.416  0.10
H  3.662  5.332  4.821  0.10
H  4.320  5.492  6.581  0.11
H  5.781  7.138  5.177  0.08
H  6.885  5.664  5.684  0.08
H  6.238  5.743  3.886  0.08
C  -6.346  4.683  -3.133  -0.08
C  -5.380  5.248  -2.149  -0.34
O  -6.171  5.476  -1.005  0.13
C  -7.158  4.539  -1.064  -0.51
O  -7.873  4.238  -0.123  0.14
O  -7.246  3.973  -2.307  0.07
F  -4.896  6.437  -2.576  0.08
H  -6.892  5.457  -3.684  0.15
H  -5.864  4.015  -3.853  0.15
H  -4.551  4.578  -1.897  0.16
C  1.714  0.113  -5.514  -0.09
C  2.013  -1.345  -5.585  -0.33
O  2.369  -1.543  -6.935  0.15
C  2.903  -0.356  -7.338  -0.47
O  3.571  -0.214  -8.348  0.11
O  2.605  0.656  -6.467  0.08
F  0.906  -2.078  -5.326  0.08
H  0.684  0.349  -5.804  0.16
H  1.902  0.528  -4.520  0.09
H  2.834  -1.668  -4.937  0.17
C  3.319  -1.478  -11.008  -0.08
C  3.618  -2.937  -11.080  -0.33
O  3.974  -3.134  -12.429  0.14
C  4.508  -1.947  -12.832  -0.51
O  5.177  -1.805  -13.843  0.14
O  4.211  -0.935  -11.961  0.08
F  2.512  -3.669  -10.820  0.08
H  2.290  -1.242  -11.298  0.15
H  3.507  -1.064  -10.014  0.10
H  4.439  -3.259  -10.431  0.18
C  6.282  2.545  -4.814  -0.07
C  6.978  1.283  -5.193  -0.33
O  6.327  0.302  -4.418  0.15
C  5.061  0.773  -4.240  -0.47
O  4.124  0.091  -3.860  0.14
O  4.966  2.103  -4.548  0.08
F  8.279  1.320  -4.828  0.08
H  6.700  3.004  -3.912  0.15
H  6.292  3.284  -5.620  0.15
H  6.895  1.027  -6.255  0.18
C  -3.454  -5.080  3.247  -0.07
C  -2.644  -5.581  4.394  -0.33
O  -1.374  -5.011  4.174  0.15
C  -1.618  -3.846  3.510  -0.50
O  -0.805  -2.945  3.387  0.13
O  -2.889  -3.807  3.006  0.06
F  -2.521  -6.927  4.345  0.08
H  -3.348  -5.700  2.350  0.15
H  -4.516  -4.998  3.493  0.15
H  -3.020  -5.276  5.376  0.18
C  -6.302  4.911  4.415  -0.07
C  -4.946  4.868  3.798  -0.34
O  -4.229  3.992  4.638  0.14
C  -5.165  3.139  5.142  -0.50
O  -4.902  2.080  5.687  0.14
O  -6.435  3.612  4.955  0.08
F  -4.355  6.083  3.846  0.08
H  -6.377  5.648  5.222  0.15
H  -7.087  5.113  3.681  0.15
H  -4.932  4.486  2.771  0.15
C  -4.140  -11.048  7.082  -0.08
C  -4.333  -10.558  5.688  -0.33
O  -4.576  -9.179  5.854  0.14
C  -3.905  -8.835  6.989  -0.50
O  -3.648  -7.687  7.311  0.14
O  -3.546  -9.935  7.720  0.08
F  -5.427  -11.118  5.126  0.08
H  -5.084  -11.291  7.580  0.15
H  -3.484  -11.922  7.128  0.15
H  -3.464  -10.702  5.037  0.18

Forces on atoms 1 to 6 (eV/Å):
C -0.2 -9.8 0.0
C 1.4 8.9 0.9
C 0.2 1.5 1.1
C -1.0 0.0 -0.1
C 0.0 -1.5 0.5
C 0.5 1.6 -0.9

**Calculated total energy**: -3942.53326 hartree
**Largest force on an atom**: 9.8 eV/Å
**Frontier orbital gap**: 10.04 eV
**SMILES**: C#CCCC[C@H]1OC(=O)O[C@@H]1CCCCCCCC.O=C1OC[C@@H](F)O1.O=C1OC[C@@H](F)O1.O=C1OC[C@@H](F)O1.O=C1OC[C@@H](F)O1.O=C1OC[C@@H](F)O1.O=C1OC[C@@H](F)O1.O=C1OC[C@@H](F)O1
**HOMO level**: -9.82 eV